# 1
This record from OMol25 describes a structure of composition C18H42N6O7V. The level of theory is ωB97M-V/def2-TZVPD.

The HOMO-LUMO gap (alpha / beta) comes out at 0.3116 / 0.3319 hartree. The net charge is +2. The energy above the lowest of the compared OMol25 structures with the same formula, charge and spin comes out at 0.131 eV. Its molar mass is 505.513 g/mol. Its expectation value of S² is 0.79. The HOMO energy (alpha / beta) is -13.9 / -13.9 eV. The spin multiplicity is 2. Its LUMO energy (alpha / beta) is -0.1988 / -0.1786 hartree.

XYZ file:
```
74
Properties=species:S:1:pos:R:3:lowdin_charge:R:1
O -1.414 -1.485 1.055 -0.208
V -0.515 -0.364 0.436 1.113
C 1.119 1.330 -2.134 -0.271
O 0.385 0.794 -1.303 -0.071
N 1.319 2.647 -2.206 -0.156
C 2.280 3.106 -3.189 -0.047
C 0.928 3.587 -1.160 -0.007
H 1.516 0.801 -3.005 0.151
H 2.151 4.065 -3.703 0.105
H 2.266 2.499 -4.097 0.096
H 3.268 3.187 -2.728 0.103
H 0.255 4.334 -1.577 0.100
H 0.437 3.100 -0.321 0.073
H 1.857 4.038 -0.810 0.103
C 2.263 -1.757 -0.749 -0.264
O 1.092 -1.666 -0.379 -0.081
N 2.850 -2.934 -0.908 -0.164
C 4.302 -3.064 -1.024 -0.024
C 2.185 -4.219 -0.805 -0.011
H 2.896 -0.894 -0.965 0.153
H 4.633 -3.761 -0.254 0.099
H 4.828 -2.116 -0.926 0.094
H 4.548 -3.502 -1.993 0.100
H 2.432 -4.752 0.113 0.105
H 1.112 -4.021 -0.744 0.089
H 2.393 -4.802 -1.700 0.104
C 0.059 1.942 2.746 -0.253
O -0.360 1.321 1.758 -0.094
N -0.454 3.089 3.149 -0.153
C -1.552 3.729 2.437 -0.008
C -0.068 3.687 4.461 0.018
H 0.934 1.635 3.324 0.152
H -2.366 3.903 3.144 0.106
H -1.976 3.059 1.695 0.067
H -1.262 4.687 2.010 0.105
H 0.875 3.206 4.704 0.091
H -0.031 4.756 4.284 0.100
H -0.836 3.421 5.183 0.103
C 1.627 -1.722 2.966 -0.290
O 0.819 -1.019 2.354 -0.080
N 1.282 -2.625 3.877 -0.162
C 2.320 -3.332 4.605 -0.043
C -0.092 -2.696 4.386 0.000
H 2.713 -1.706 2.791 0.147
H 3.316 -3.222 4.185 0.089
H 2.093 -4.350 4.912 0.098
H 2.447 -2.850 5.588 0.101
H -0.222 -3.552 5.044 0.096
H -0.094 -1.868 5.111 0.104
H -0.944 -2.533 3.738 0.088
C -3.377 1.324 0.117 -0.254
O -2.352 0.685 -0.098 -0.071
N -3.703 2.449 -0.522 -0.159
C -5.074 2.947 -0.476 -0.020
C -2.790 3.131 -1.398 -0.034
H -4.185 0.905 0.727 0.164
H -5.183 3.910 0.018 0.099
H -5.818 2.256 -0.087 0.099
H -5.353 3.036 -1.530 0.101
H -2.672 4.183 -1.134 0.101
H -1.804 2.708 -1.583 0.073
H -3.161 3.158 -2.430 0.106
C -1.646 -2.636 -2.267 -0.298
O -1.731 -1.604 -1.608 -0.035
N -1.382 -2.658 -3.577 -0.173
C -0.957 -3.868 -4.279 -0.041
C -1.107 -1.454 -4.364 -0.027
H -1.732 -3.656 -1.857 0.152
H -1.443 -4.722 -3.806 0.094
H 0.121 -4.027 -4.334 0.091
H -1.355 -3.784 -5.290 0.092
H -1.389 -1.539 -5.407 0.093
H -1.498 -0.546 -3.910 0.085
H -0.021 -1.311 -4.286 0.090
```


# 2
This record from OMol25 describes a cluster of 8 separate species, C18H43BClN7O19S in total. The level of theory is ωB97M-V/def2-TZVPD.

The HOMO-LUMO gap comes out at 0.3080 hartree. Its molar mass is 739.904 g/mol. The HOMO energy is -9.0 eV. Its LUMO energy is -0.0240 hartree.

XYZ file:
```
90
Properties=species:S:1:pos:R:3:lowdin_charge:R:1
C 8.421 1.801 2.581 -0.122
O 7.925 1.658 1.248 -0.217
C 8.408 0.475 0.593 -0.207
C 7.246 -0.600 0.307 -0.150
C 5.933 -0.300 1.141 -0.184
C 4.829 -1.427 1.044 -0.181
C 3.509 -1.046 0.270 -0.145
C 2.975 0.418 0.514 -0.293
C 3.519 1.295 -0.712 -0.177
S 3.264 3.055 -0.221 0.750
O 4.310 3.345 0.828 -0.318
O 3.340 3.992 -1.386 -0.324
O 1.791 3.069 0.570 -0.234
C 0.903 2.041 0.124 -0.633
Cl 0.420 2.193 -1.643 0.624
C 1.398 0.559 0.503 -0.179
B 0.691 0.203 1.926 -0.391
C -0.919 -0.069 2.009 -0.021
O 1.421 0.129 3.147 0.111
H 8.554 2.908 2.777 0.094
H 9.423 1.325 2.757 0.086
H 7.652 1.446 3.336 0.088
H 8.805 0.812 -0.414 0.086
H 9.274 -0.019 1.116 0.117
H 7.064 -0.698 -0.799 0.098
H 7.664 -1.586 0.669 0.098
H 6.261 -0.253 2.225 0.114
H 5.604 0.738 0.880 0.089
H 4.645 -1.842 2.078 0.110
H 5.294 -2.287 0.477 0.088
H 3.646 -1.233 -0.829 0.121
H 2.704 -1.772 0.609 0.126
H 3.350 0.819 1.496 0.146
H 2.936 1.033 -1.644 0.102
H 4.601 1.084 -0.939 0.120
H -0.053 2.197 0.701 0.104
H 0.954 -0.157 -0.247 0.141
H -1.386 0.968 2.028 0.065
H -1.213 -0.645 2.929 0.079
H -1.302 -0.551 1.056 0.046
H 0.762 0.108 3.862 0.096
C 7.836 -5.160 2.455 0.044
N 6.947 -4.534 1.444 -0.439
O 7.374 -4.423 0.310 0.067
O 5.848 -4.173 1.824 0.050
H 8.774 -5.428 1.976 0.095
H 7.999 -4.429 3.245 0.102
H 7.329 -6.044 2.835 0.100
C -3.863 -3.115 -1.130 0.052
N -2.826 -2.575 -0.214 -0.432
O -1.753 -3.148 -0.176 0.077
O -3.125 -1.590 0.437 0.033
H -3.459 -3.985 -1.640 0.096
H -4.726 -3.387 -0.524 0.104
H -4.114 -2.330 -1.841 0.102
C -3.763 2.157 0.276 0.057
N -5.079 1.669 -0.210 -0.412
O -5.148 0.513 -0.574 0.076
O -6.002 2.467 -0.210 0.041
H -3.047 1.341 0.218 0.076
H -3.463 2.984 -0.365 0.108
H -3.896 2.484 1.305 0.108
C -8.541 0.123 -0.661 0.025
N -9.376 -0.812 -1.457 -0.433
O -10.407 -1.219 -0.950 0.050
O -8.970 -1.108 -2.564 0.065
H -9.025 0.295 0.296 0.100
H -7.567 -0.342 -0.526 0.081
H -8.459 1.048 -1.223 0.069
C 8.716 0.010 -4.452 0.046
N 9.021 0.131 -3.004 -0.436
O 9.159 -0.899 -2.370 0.066
O 9.111 1.258 -2.553 0.062
H 8.666 -1.044 -4.711 0.095
H 7.759 0.498 -4.627 0.102
H 9.516 0.506 -4.998 0.101
C -13.592 -1.519 -1.597 0.034
N -14.981 -1.472 -1.072 -0.453
O -15.125 -1.444 0.137 0.061
O -15.880 -1.466 -1.892 0.055
H -12.900 -1.520 -0.760 0.074
H -13.493 -2.432 -2.181 0.103
H -13.446 -0.638 -2.218 0.103
C -8.373 4.440 -0.218 0.050
N -9.685 3.943 -0.707 -0.431
O -9.749 2.781 -1.073 0.045
O -10.608 4.733 -0.709 0.077
H -7.648 3.631 -0.272 0.048
H -8.078 5.269 -0.859 0.106
H -8.511 4.768 0.811 0.106
```


# 3
This record from OMol25 describes a structure of composition C18H43BeIN3OSi. The level of theory is ωB97M-V/def2-TZVPD.

The HOMO-LUMO gap (alpha / beta) comes out at 0.2242 / 0.1670 hartree. The net charge is +1. Its molar mass is 481.564 g/mol. The HOMO energy (alpha / beta) is -8.9 / -7.8 eV. Its LUMO energy (alpha / beta) is -0.1038 / -0.1208 hartree.

XYZ file:
```
68
Properties=species:S:1:pos:R:3:lowdin_charge:R:1
Be 0.678 -2.449 0.830 0.174
N 0.746 -1.935 2.430 0.043
C 1.515 -2.726 3.403 -0.211
C 2.989 -2.880 3.086 -0.191
C 3.410 -3.369 1.688 -0.187
C 3.451 -2.341 0.556 -0.153
N 2.053 -2.071 -0.026 0.060
H 0.972 -0.929 2.451 0.137
H -0.256 -2.088 2.748 0.164
H 1.036 -3.717 3.529 0.141
H 1.463 -2.296 4.404 0.127
H 3.364 -3.572 3.861 0.131
H 3.497 -1.921 3.228 0.120
H 2.716 -4.224 1.397 0.134
H 4.436 -3.868 1.748 0.146
H 4.060 -2.789 -0.201 0.114
H 3.902 -1.393 0.836 0.126
H 1.979 -2.670 -0.860 0.122
H 2.101 -1.108 -0.415 0.127
N -2.757 -3.390 -0.400 0.154
C -1.471 -3.702 -0.352 -0.675
O -0.668 -2.918 0.311 -0.079
C -0.963 -4.937 -0.919 -0.514
I -0.408 -4.405 -3.041 0.540
H -3.063 -2.701 0.309 0.130
H -3.396 -4.136 -0.642 0.117
H -1.830 -5.614 -1.071 0.055
H -0.083 -5.366 -0.408 0.059
C -0.108 0.114 -2.996 -0.104
C -1.153 1.048 -2.326 -0.632
C -2.464 0.235 -2.298 -0.105
C -1.300 2.304 -3.194 -0.109
Si -0.629 1.724 -0.526 0.992
C -2.001 2.239 0.754 -0.655
C -1.439 2.793 2.113 -0.092
C -2.865 3.338 0.115 -0.099
C -2.845 1.041 1.106 -0.135
C 1.005 2.828 -0.485 -0.649
C 0.623 4.311 -0.593 -0.112
C 2.056 2.470 -1.552 -0.109
C 1.661 2.593 0.904 -0.137
H -0.508 -0.218 -3.960 0.091
H 0.073 -0.765 -2.351 0.047
H 0.858 0.593 -3.136 0.052
H -2.733 0.026 -3.351 0.092
H -3.341 0.759 -1.832 0.078
H -2.282 -0.753 -1.851 0.066
H -1.384 2.064 -4.258 0.089
H -0.444 3.005 -3.082 0.061
H -2.203 2.895 -2.936 0.083
H -0.865 3.732 1.970 0.068
H -0.800 2.067 2.649 0.074
H -2.286 3.044 2.749 0.081
H -2.259 4.209 -0.193 0.075
H -3.691 3.684 0.756 0.092
H -3.346 2.966 -0.821 0.076
H -2.203 0.246 1.550 0.069
H -3.373 0.576 0.275 0.057
H -3.600 1.355 1.839 0.092
H 0.205 4.637 -1.605 0.102
H 1.580 4.882 -0.491 0.094
H -0.045 4.671 0.189 0.054
H 1.656 2.406 -2.586 0.064
H 2.547 1.485 -1.320 0.082
H 2.804 3.284 -1.587 0.090
H 1.317 3.313 1.704 0.086
H 2.762 2.738 0.842 0.083
H 1.547 1.577 1.331 0.038
```